Computed, not measured: C42H42ClCoN8O as an isolated structure in a non-equilibrium geometry, with ωB97M-V/def2-TZVPD.

The geometry in XYZ format:
```
95
Properties=species:S:1:pos:R:3:forces:R:3:mulliken_charge:R:1
Co 0.295619 -1.152452 1.886329 0.66 0.97 0.53 -0.303
C -0.110786 7.238226 -8.938394 0.00 0.00 0.02 -0.834
O 1.047476 6.619867 -8.398197 0.01 -0.10 0.12 -0.460
C 0.895380 5.810902 -7.324791 -0.02 0.08 -0.08 0.935
C 2.065305 5.222607 -6.838365 -0.07 0.02 0.00 -0.803
C 2.012146 4.382954 -5.749048 0.02 0.00 -0.02 -0.430
C 0.799392 4.106041 -5.115539 -0.06 -0.03 0.04 0.311
C -0.359128 4.698100 -5.604810 0.04 0.03 -0.05 -0.804
C -0.322979 5.545767 -6.700271 0.12 -0.02 0.00 -0.495
C 0.704399 3.221477 -3.954091 -0.04 0.07 -0.05 0.218
N -0.402332 2.954324 -3.294599 0.11 -0.03 0.00 -0.858
C -0.023699 2.100395 -2.295229 -0.07 -0.02 0.02 0.617
C 1.325615 1.844781 -2.342946 0.05 -0.01 0.01 -0.185
N 1.784365 2.570757 -3.415699 -0.05 -0.04 0.06 -0.108
C 1.995931 0.995342 -1.411914 -0.02 0.00 -0.01 1.058
C 3.364688 0.695097 -1.405774 0.00 0.00 -0.01 -0.932
C 3.859686 -0.147218 -0.444010 -0.07 -0.02 0.02 -1.205
C 2.991468 -0.676809 0.515974 0.06 0.06 -0.07 -0.273
N 1.698865 -0.403453 0.533050 -0.18 0.14 0.26 1.037
C 1.194553 0.410110 -0.416791 -0.15 -0.10 -0.06 -0.036
C -0.238801 0.635129 -0.376300 0.17 0.06 0.13 -0.489
N -0.925389 -0.002621 0.598838 -0.24 -0.63 -0.22 0.898
C -2.227261 0.202922 0.665085 0.08 0.17 -0.20 -0.588
C -2.922587 1.047788 -0.206753 0.06 0.02 0.06 -1.401
C -2.234721 1.697627 -1.199411 -0.02 -0.01 0.01 -0.743
C -0.854830 1.490422 -1.299847 0.06 0.02 0.02 0.545
H 0.230408 7.824059 -9.786826 0.00 -0.01 0.02 0.243
H -0.579867 7.898523 -8.205767 -0.01 0.00 -0.01 0.342
H -0.831167 6.491292 -9.278413 -0.01 0.01 0.00 0.343
H 3.000355 5.445286 -7.330922 0.03 0.00 -0.03 0.432
H 2.940191 3.947543 -5.399046 0.02 0.00 0.01 0.251
H -1.299273 4.487554 -5.115532 -0.02 0.00 0.01 0.474
H -1.238370 5.992711 -7.053096 -0.05 0.02 -0.03 0.410
H 2.725830 2.607639 -3.763090 -0.01 0.02 0.00 0.172
H 4.022379 1.118119 -2.153682 0.02 0.02 -0.01 0.477
H 4.907360 -0.404950 -0.409911 0.04 -0.01 0.00 0.499
H 3.357146 -1.330654 1.293869 0.03 0.00 0.02 0.292
H -2.756745 -0.308943 1.447202 -0.09 -0.03 0.03 0.260
H -3.987676 1.180338 -0.079370 -0.02 -0.01 0.00 0.621
H -2.720587 2.363426 -1.898899 -0.02 0.01 -0.03 0.655
C 0.782913 -4.786842 -0.566532 0.03 0.01 0.02 -1.026
C 1.597239 -5.553147 0.256455 -0.04 -0.01 -0.02 -0.613
C 2.059370 -5.014364 1.441392 -0.04 0.08 0.01 -1.317
C 1.673151 -3.723237 1.802517 -0.01 0.03 0.07 0.471
N 0.795585 -3.035879 1.052773 -0.22 -0.12 -0.14 0.935
C 0.402236 -3.536001 -0.119650 -0.01 -0.03 0.03 -0.877
C 2.234772 -2.949351 2.932435 0.00 -0.06 -0.05 1.560
C 3.267749 -3.467163 3.713378 -0.02 0.03 0.03 -0.870
C 3.884753 -2.678133 4.667900 -0.03 0.00 -0.01 -1.005
C 3.465761 -1.365585 4.820607 0.01 -0.02 0.01 -1.265
C 2.422944 -0.865118 4.049925 0.09 0.04 -0.04 0.210
C 1.757117 -1.632452 3.092227 0.02 -0.33 -0.16 1.207
H 0.441944 -5.148498 -1.525546 -0.03 -0.02 -0.01 0.503
H 1.881409 -6.556918 -0.030327 0.03 0.00 -0.02 0.428
H 2.724926 -5.583360 2.071394 0.03 -0.01 0.02 0.515
H -0.260103 -2.908179 -0.699099 -0.05 -0.02 0.01 0.565
H 3.609351 -4.484168 3.578047 0.02 -0.04 -0.03 0.377
H 4.690858 -3.075222 5.268412 0.02 -0.01 0.03 0.389
H 3.952253 -0.722611 5.542584 0.02 0.01 0.03 0.476
H 2.151430 0.167940 4.223722 0.07 -0.09 0.01 0.098
C -0.511725 -2.361320 4.626715 -0.09 -0.03 0.13 -1.563
N -1.137578 -1.567642 3.549892 0.23 0.06 -0.22 0.651
C -2.273519 -2.374150 3.077710 0.01 -0.09 0.11 -1.246
C -1.657276 -0.313602 4.148141 -0.08 0.05 -0.08 -0.892
C -0.619080 0.790274 4.286101 -0.02 -0.07 0.10 -1.294
N -0.410608 1.513671 3.041153 0.11 -0.05 -0.04 0.973
C 0.883925 2.176086 2.983731 0.06 0.01 -0.04 -1.265
C -1.463146 2.489317 2.813113 -0.04 -0.02 0.00 -1.305
H -1.266063 -2.604351 5.385592 0.00 0.00 -0.03 0.523
H 0.300406 -1.815635 5.093727 -0.02 0.01 0.03 0.494
H -0.109947 -3.284075 4.216844 0.02 -0.01 -0.01 0.320
H -2.993645 -2.535634 3.889046 0.01 0.00 0.01 0.402
H -1.905413 -3.341019 2.745594 0.02 -0.02 -0.02 0.390
H -2.782944 -1.904578 2.247203 0.00 -0.02 -0.06 0.226
H -2.080529 -0.539121 5.134926 -0.03 -0.06 -0.05 0.449
H -2.481970 0.030236 3.523518 0.00 0.07 0.05 0.517
H 0.326887 0.344552 4.587958 -0.12 0.03 0.08 0.139
H -0.931569 1.467935 5.097459 0.03 0.02 -0.02 0.603
H 1.057336 2.844219 3.840579 -0.01 0.02 0.01 0.330
H 0.933693 2.779564 2.076339 0.00 0.01 -0.01 0.361
H 1.688818 1.443816 2.936337 -0.06 0.08 -0.02 0.234
H -1.433817 3.301922 3.554893 0.00 0.00 0.00 0.351
H -2.447181 2.024627 2.868610 -0.01 -0.01 0.00 0.359
H -1.355235 2.925805 1.819985 0.00 0.01 -0.03 0.346
Cl -3.997985 -6.588291 0.940586 0.00 0.02 -0.01 -0.216
C -3.930231 -5.001179 0.257632 -0.02 -0.04 0.02 -0.182
C -5.031445 -4.450498 -0.372580 0.02 0.01 -0.02 -0.348
C -4.896772 -3.179225 -0.904176 0.01 -0.02 0.02 -0.816
C -3.687252 -2.517240 -0.758671 -0.03 0.05 -0.04 -0.087
N -2.631370 -3.039486 -0.137049 -0.23 -0.05 -0.15 0.161
C -2.755281 -4.271442 0.344470 0.04 -0.04 0.03 -0.432
H -5.955897 -5.004734 -0.448740 -0.02 -0.02 -0.01 0.450
H -5.716578 -2.710459 -1.428908 -0.03 0.03 0.01 0.422
H -3.559121 -1.520293 -1.163764 0.00 0.01 -0.01 0.393
H -1.885899 -4.709822 0.820421 0.02 -0.01 0.03 0.646
```
Positions in Å, forces in eV/Å.

Output
net charge: +1
E_HOMO (spin up / spin down): -9.906 / -9.908 eV
spin multiplicity: 2
LUMO level (spin up / spin down): -0.099 / -0.100 Eh
expectation value of S²: 0.768